1.
{"formula": "C19H28F3N4Ru", "method": "ωB97M-V/def2-TZVPD", "symbols": ["Ru", "F", "F", "F", "N", "N", "N", "N", "C", "C", "C", "C", "C", "C", "C", "C", "C", "C", "C", "C", "C", "C", "C", "C", "C", "C", "C", "H", "H", "H", "H", "H", "H", "H", "H", "H", "H", "H", "H", "H", "H", "H", "H", "H", "H", "H", "H", "H", "H", "H", "H", "H", "H", "H", "H"], "xyz": [[-0.1365, 0.4574, -0.6576], [-6.4513, 7.0219, 1.5938], [-5.8002, 7.9567, -0.2477], [-7.2479, 6.3441, -0.2985], [1.8999, -0.3693, -0.7361], [-0.7902, -1.2846, 0.3292], [0.7198, 1.8785, -1.9519], [-1.4129, -0.1472, -2.0881], [2.5932, 0.2596, -1.8961], [0.0558, 1.9946, -3.2787], [1.4110, -2.5437, 0.5050], [-1.4064, -2.1696, -0.6922], [-2.7965, 5.1651, -0.4169], [-4.2982, 3.5121, 0.5218], [-0.1686, 0.6960, -4.0654], [-6.1403, 6.7918, 0.3109], [0.2359, -1.8779, 1.2280], [-5.0291, 5.7728, 0.2053], [-3.0513, 3.8548, -0.0124], [-1.2482, 1.9087, -0.1561], [2.0104, -1.8528, -0.7318], [-0.5472, -0.5334, -3.2412], [-2.2627, -1.2572, -1.5464], [-2.0525, 2.8369, -0.1555], [2.2033, 1.7214, -1.9719], [-3.7882, 6.1251, -0.3004], [-5.2864, 4.4712, 0.6190], [-3.5967, 7.1455, -0.6006], [-1.5403, -0.9318, 0.9237], [3.0605, -2.1395, -0.8194], [2.3661, -0.0286, 0.1079], [-6.2535, 4.2152, 1.0314], [-1.0437, -1.2737, -3.8715], [-3.0211, -0.7929, -0.9136], [-2.0429, 0.5928, -2.3937], [2.3015, -0.2857, -2.7940], [2.6261, 2.1917, -2.8610], [2.1853, -2.6693, 1.2635], [0.5025, 2.7553, -1.4804], [0.3289, -1.0234, -2.8181], [-0.9839, 0.9189, -4.7577], [0.6796, 0.4317, -4.6983], [-1.8236, 5.4365, -0.8040], [1.5313, -2.1989, -1.6484], [2.5983, 2.2547, -1.1051], [0.6121, 2.7035, -3.8940], [-0.2255, -2.6056, 1.8979], [1.1442, -3.5570, 0.2014], [3.6769, 0.1615, -1.8057], [-4.4829, 2.5026, 0.8629], [-0.6161, -2.6529, -1.2660], [-2.0072, -2.9577, -0.2359], [-2.7757, -1.7710, -2.3593], [-0.9058, 2.4635, -3.0646], [0.5818, -1.0552, 1.8559]], "mulliken_charge": [0.546, -0.232, -0.264, -0.238, -0.057, -0.157, -0.040, -0.080, -0.639, -0.947, -0.795, -0.389, -0.688, -0.564, -0.914, 0.804, -0.733, 0.278, 0.635, -0.810, -0.652, 0.409, -1.067, 0.615, -0.827, -0.615, -0.897, 0.494, 0.336, 0.481, 0.362, 0.416, 0.475, 0.398, 0.418, 0.379, 0.378, 0.386, 0.378, -0.501, 0.350, 0.379, 0.422, 0.339, 0.402, 0.449, 0.395, 0.327, 0.491, 0.433, 0.271, 0.444, 0.449, 0.415, 0.351], "homo_lumo_gap_ev": [6.9, 6.1], "largest_force_ev_per_a": 1.4, "charge": 2, "s2": 0.772, "e_tot_ha": -1353.72201, "e_lumo_ev": [-7.20, -8.15], "spin_multiplicity": 2}



2.
{"formula": "C4H7NS2", "method": "ωB97M-V/def2-TZVPD", "symbols": ["S", "S", "N", "C", "C", "C", "C", "H", "H", "H", "H", "H", "H", "H"], "xyz": [[2.1355, -0.7576, 0.2814], [-0.5381, -0.9978, -0.6592], [0.3645, 1.9732, -0.6714], [0.6616, -0.0701, 0.2168], [-2.0351, 0.1529, -0.3150], [-2.8708, -0.2533, 0.8111], [0.5759, 1.3077, 0.6748], [-2.9058, -1.2397, 1.2806], [0.7509, 2.9956, -0.5316], [-0.3335, 1.3687, 1.3042], [0.9622, 1.3317, -1.5514], [1.4648, 1.6092, 1.5277], [-2.1784, 1.0911, -0.7946], [-3.8585, 0.2940, 1.1840]], "mulliken_charge": [-0.201, -0.039, -0.577, -0.086, -0.313, -0.513, -0.266, 0.267, 0.256, 0.229, 0.301, 0.287, 0.445, 0.210], "homo_lumo_gap_ev": 8.3, "smiles": "C=CSC(=S)CN", "largest_force_ev_per_a": 6.7, "e_tot_ha": -1007.58515, "e_lumo_ev": -0.11}



3.
{"formula": "C27H35AsBrN2O4Si2Zn", "method": "ωB97M-V/def2-TZVPD", "symbols": ["Br", "As", "Zn", "Si", "Si", "O", "O", "O", "O", "N", "N", "C", "C", "C", "C", "C", "C", "C", "C", "C", "C", "C", "C", "C", "C", "C", "C", "C", "C", "C", "C", "C", "C", "C", "C", "C", "C", "C", "H", "H", "H", "H", "H", "H", "H", "H", "H", "H", "H", "H", "H", "H", "H", "H", "H", "H", "H", "H", "H", "H", "H", "H", "H", "H", "H", "H", "H", "H", "H", "H", "H", "H", "H"], "xyz": [[-2.7237, -1.5818, 1.1264], [-1.0396, 2.3817, -1.2106], [0.1704, 0.5638, -0.2022], [-0.6083, 1.7078, -3.3969], [-3.3579, 2.1984, -1.2104], [2.6503, -2.1337, -2.0402], [0.4460, 0.3564, 1.8657], [1.5510, 1.9962, 0.9000], [1.7199, -0.2864, -1.1527], [-0.4481, -1.7139, -0.4153], [0.3121, 0.2378, 4.4593], [-0.5452, -0.2692, 5.4504], [-4.0263, 2.1901, 0.5444], [-1.0141, -0.0810, -3.8143], [-1.7807, -3.6727, 6.6206], [1.3428, 2.0673, 5.6965], [0.9846, 1.4508, 4.4881], [0.4606, -2.3000, -1.2063], [1.1299, 1.4482, 1.9322], [-2.1630, 0.0494, 7.2110], [-4.2457, 0.8496, -2.1747], [-1.8106, -3.6697, -0.5610], [1.3848, 2.0594, 3.2810], [-1.5723, 2.7693, -4.6239], [-1.5968, -2.1810, 6.4994], [2.3559, 3.9073, 4.5136], [0.2731, -3.5676, -1.7312], [2.0513, 3.2805, 3.3181], [1.2125, 1.9898, -3.7228], [2.0099, 3.2780, 5.7048], [-1.5265, -2.4017, -0.0902], [1.7424, -1.5114, -1.5023], [-2.3179, -1.3251, 7.3229], [-1.2942, 0.5755, 6.2730], [0.1105, -2.5951, 4.6958], [-0.8879, -4.2512, -1.4176], [-0.6920, -1.6607, 5.5660], [-3.9585, 3.8233, -1.9565], [-1.4378, 3.8306, -4.3940], [2.3293, 3.7209, 2.3705], [2.8638, 4.8634, 4.5197], [-4.0659, -0.1454, -1.7534], [-2.5654, -3.9064, 7.3408], [0.1671, -0.0914, 3.5081], [1.0510, -3.9766, -2.3609], [-5.1034, 2.3903, 0.5484], [-2.6455, 2.5529, -4.5882], [-3.5294, 2.9669, 1.1342], [-2.7124, -4.1780, -0.2550], [-0.5160, -3.0737, 3.9369], [1.4907, 1.7020, -4.7424], [1.4570, 3.0466, -3.5787], [-5.3242, 1.0411, -2.1520], [-1.2045, 1.6465, 6.1509], [2.2666, 3.7350, 6.6539], [-2.0003, -0.3631, -3.4372], [-3.9245, 0.8360, -3.2211], [-2.0508, -4.1194, 5.6608], [-3.8542, 1.2374, 1.0455], [-1.2234, 2.5905, -5.6473], [-1.0756, -5.2384, -1.8219], [-0.2769, -0.7516, -3.3618], [-5.0520, 3.9045, -1.9472], [-3.6130, 3.9223, -2.9909], [-3.0111, -1.7384, 8.0479], [0.9099, -2.0664, 4.1828], [1.0968, 1.5770, 6.6288], [-3.5399, 4.6618, -1.3917], [1.8178, 1.4082, -3.0197], [0.5590, -3.3916, 5.2941], [-0.9978, -0.2440, -4.8972], [-2.7379, 0.7153, 7.8440], [-0.8604, -4.1614, 6.9525]], "mulliken_charge": [-0.125, -0.321, 1.548, 0.517, 0.360, -0.752, -1.343, -0.838, -0.722, 0.193, -0.174, 0.043, -0.921, -0.851, -1.430, -0.577, -0.008, 0.203, 1.134, -0.839, -1.005, -0.540, 0.412, -1.163, 1.305, -0.730, -0.566, -0.460, -1.080, -0.504, -0.181, 0.562, -0.906, -0.628, -1.663, -0.396, 0.391, -1.132, 0.282, 0.494, 0.388, 0.197, 0.387, 0.593, 0.512, 0.323, 0.270, 0.272, 0.452, 0.300, 0.319, 0.270, 0.384, 0.628, 0.368, 0.135, 0.298, 0.285, 0.103, 0.381, 0.403, 0.140, 0.353, 0.257, 0.315, 0.422, 0.556, 0.282, 0.269, 0.410, 0.449, 0.375, 0.315], "homo_lumo_gap_ev": 7.2, "largest_force_ev_per_a": 0.4, "charge": -1, "e_tot_ha": -8628.74861, "e_lumo_ev": 2.30}